[1]
{
  "formula": "C3H6N2",
  "method": "wB97M-V/def2-TZVPD",
  "species": ["C", "C", "C", "H", "H", "H", "H", "H", "H", "N", "N"],
  "positions_angstrom": [[0.46, 1.21, 1.75], [0.20, -0.35, -1.51], [-0.65, -1.14, -0.63], [1.08, 1.32, 2.67], [-0.40, 1.87, 1.85], [1.26, -0.49, -1.36], [-0.24, 0.16, -2.41], [-0.20, -1.82, -0.15], [-1.77, -1.45, -0.61], [0.60, 0.37, 0.76], [-0.35, 0.30, -0.36]],
  "mulliken_charge": [-0.250, -0.154, -0.596, 0.238, 0.295, 0.347, 0.214, 0.317, 0.185, -0.388, -0.209],
  "homo_lumo_gap_ev": 10.161,
  "energy_ha": -227.2733,
  "spin_multiplicity": 1,
  "relative_energy_kj_mol": 397.9,
  "smiles": "C=NN1CC1",
  "total_charge": 0
}

[2]
{
  "formula": "C23H19AlAsBrNO6S5SbTe",
  "method": "wB97M-V/def2-TZVPD",
  "species": ["Al", "O", "As", "O", "O", "C", "C", "C", "C", "C", "C", "S", "O", "O", "O", "H", "H", "H", "H", "H", "S", "Sb", "S", "S", "S", "Te", "C", "C", "C", "C", "C", "C", "C", "C", "C", "C", "C", "C", "H", "H", "H", "H", "H", "H", "H", "H", "H", "H", "Br", "C", "C", "C", "C", "C", "N", "H", "H", "H", "H"],
  "positions_angstrom": [[0.32, -0.19, 0.13], [-2.38, 1.03, 2.94], [0.12, -1.12, 3.27], [1.20, -2.29, 2.89], [0.00, 0.08, 1.83], [-1.69, -2.06, 2.90], [-1.95, -2.85, 4.03], [-3.13, -3.55, 4.21], [-4.13, -3.45, 3.24], [-3.90, -2.70, 2.11], [-2.68, -2.03, 1.92], [-2.71, -1.19, 0.32], [-3.41, -2.09, -0.56], [-3.42, 0.08, 0.53], [-1.33, -0.92, -0.21], [-1.78, 0.29, 3.13], [-1.17, -2.92, 4.78], [-3.28, -4.15, 5.09], [-5.08, -3.95, 3.38], [-4.65, -2.64, 1.33], [2.31, 0.49, -4.00], [2.65, 0.42, -1.76], [1.71, -1.61, -0.82], [1.09, 1.81, -0.50], [4.75, 0.84, -1.01], [-1.73, 1.80, 1.29], [-3.35, 3.21, 1.65], [-4.13, 3.78, 0.65], [-5.21, 4.60, 0.95], [-5.56, 4.83, 2.28], [-4.79, 4.26, 3.29], [-3.70, 3.47, 2.98], [-0.47, 3.14, 2.37], [-0.13, 4.36, 1.80], [0.67, 5.26, 2.49], [1.13, 4.94, 3.76], [0.80, 3.72, 4.33], [0.00, 2.82, 3.63], [-3.90, 3.61, -0.39], [-5.78, 5.04, 0.15], [-6.41, 5.45, 2.51], [-5.06, 4.43, 4.32], [-3.11, 3.04, 3.78], [-0.47, 4.60, 0.79], [0.94, 6.20, 2.03], [1.75, 5.64, 4.30], [1.17, 3.46, 5.31], [-0.22, 1.86, 4.07], [-1.70, 3.54, -1.83], [-2.11, 1.79, -2.50], [-3.41, 1.33, -2.44], [-3.64, 0.08, -3.00], [-2.60, -0.60, -3.60], [-1.33, -0.03, -3.58], [-1.11, 1.16, -3.03], [-4.19, 1.88, -1.94], [-4.63, -0.36, -2.94], [-2.76, -1.58, -4.05], [-0.46, -0.52, -4.01]],
  "mulliken_charge": [0.056, -0.851, -0.158, -0.762, 0.554, 0.481, -0.669, -0.643, -0.586, -1.074, 0.411, 1.912, -0.743, -0.790, 0.005, -0.140, 0.278, 0.352, 0.351, 0.409, -0.717, 0.649, -0.504, -0.272, -0.704, 1.025, 0.667, 0.037, -0.779, -0.390, -0.806, -0.213, 0.991, -0.213, -0.602, -0.463, -0.718, -0.478, -0.225, 0.400, 0.351, 0.374, 0.391, 0.205, 0.392, 0.339, 0.404, 0.371, -0.122, 0.266, 0.037, -0.390, -0.547, -0.216, -0.235, 0.288, 0.316, 0.365, 0.335],
  "homo_lumo_gap_ev": 5.863,
  "energy_ha": -8945.7446,
  "spin_multiplicity": 1,
  "relative_energy_kj_mol": 246.7,
  "total_charge": -2
}

[3]
{
  "formula": "C37H43Cl5LiN3OSSi4",
  "method": "wB97M-V/def2-TZVPD",
  "species": ["Li", "Cl", "C", "C", "C", "Cl", "C", "Cl", "C", "Cl", "C", "Cl", "N", "C", "C", "C", "C", "C", "C", "N", "C", "C", "C", "C", "N", "C", "C", "H", "H", "H", "H", "H", "H", "H", "H", "H", "C", "Si", "C", "C", "Si", "Si", "C", "C", "C", "Si", "C", "C", "C", "H", "H", "H", "H", "H", "H", "H", "H", "H", "H", "H", "H", "H", "H", "H", "H", "H", "H", "H", "H", "H", "H", "H", "H", "H", "H", "H", "C", "C", "O", "S", "C", "C", "C", "C", "C", "C", "C", "C", "H", "H", "H", "H", "H", "H", "H"],
  "positions_angstrom": [[-1.22, -0.50, 3.26], [-0.62, -0.36, 7.16], [-1.46, -1.73, 6.42], [-1.58, -1.76, 5.05], [-2.25, -2.87, 4.56], [-2.43, -2.98, 2.80], [-2.77, -3.90, 5.34], [-3.58, -5.26, 4.64], [-2.62, -3.81, 6.73], [-3.25, -5.06, 7.75], [-1.95, -2.72, 7.28], [-1.77, -2.62, 9.00], [4.65, -2.26, -0.13], [5.95, -2.18, -0.57], [6.64, -2.81, -1.60], [7.98, -2.48, -1.75], [8.60, -1.55, -0.91], [7.90, -0.91, 0.10], [6.56, -1.23, 0.27], [5.63, -0.73, 1.17], [4.52, -1.36, 0.89], [3.22, -1.17, 1.54], [2.86, 0.07, 2.06], [1.59, 0.20, 2.60], [0.71, -0.79, 2.65], [1.06, -1.97, 2.15], [2.31, -2.21, 1.60], [3.88, -2.70, -0.62], [6.16, -3.53, -2.25], [8.55, -2.95, -2.54], [9.65, -1.32, -1.06], [8.38, -0.19, 0.75], [3.54, 0.90, 2.02], [1.25, 1.15, 2.99], [0.31, -2.75, 2.18], [2.55, -3.19, 1.22], [-1.71, -4.05, -2.81], [-2.05, -2.19, -2.56], [-3.74, -2.13, -1.70], [-2.42, -1.52, -4.30], [-0.41, -1.23, -1.21], [1.40, -1.75, -2.58], [2.15, -3.47, -2.15], [1.26, -1.87, -4.47], [2.83, -0.52, -2.33], [-0.69, 1.00, -1.86], [0.37, 2.11, -0.74], [-2.48, 1.55, -1.59], [-0.27, 1.54, -3.64], [-2.51, -4.53, -3.38], [-1.63, -4.55, -1.84], [-0.77, -4.21, -3.34], [-4.49, -2.72, -2.25], [-4.10, -1.10, -1.62], [-3.68, -2.53, -0.68], [-3.23, -2.10, -4.76], [-1.55, -1.57, -4.96], [-2.74, -0.48, -4.25], [1.70, -4.24, -2.78], [1.96, -3.76, -1.11], [3.23, -3.52, -2.35], [0.57, -2.67, -4.77], [2.24, -2.09, -4.91], [0.89, -0.94, -4.90], [2.99, -0.29, -1.28], [2.59, 0.43, -2.83], [3.77, -0.89, -2.76], [0.05, 1.98, 0.29], [0.26, 3.17, -1.01], [1.43, 1.84, -0.81], [-2.80, 1.27, -0.58], [-3.15, 1.07, -2.30], [-2.58, 2.63, -1.68], [0.78, 1.39, -3.88], [-0.50, 2.61, -3.76], [-0.86, 0.98, -4.37], [-4.70, 7.92, 2.08], [-4.93, 8.34, 0.65], [-5.46, 9.39, 0.36], [-4.48, 7.25, -0.69], [-3.83, 5.80, 0.11], [-2.46, 5.67, 0.33], [-1.97, 4.56, 0.98], [-2.82, 3.54, 1.44], [-4.20, 3.68, 1.19], [-4.69, 4.79, 0.53], [-2.31, 2.39, 2.11], [-1.83, 1.41, 2.67], [-4.39, 8.81, 2.63], [-3.98, 7.12, 2.19], [-5.66, 7.59, 2.48], [-1.79, 6.44, -0.01], [-0.90, 4.45, 1.15], [-4.86, 2.89, 1.51], [-5.76, 4.88, 0.34]],
  "mulliken_charge": [1.102, -0.259, 0.462, -1.656, 1.450, -0.147, -0.407, -0.215, 0.644, -0.227, -0.452, -0.215, 0.223, 0.753, -0.950, -0.414, -0.432, -0.673, 0.247, -0.810, 0.029, 0.593, -0.645, -0.607, 0.178, -0.431, -0.221, -0.099, 0.405, 0.380, 0.360, 0.430, 0.456, 0.431, 0.248, 0.592, -1.157, 0.208, -1.068, -1.119, 0.873, -0.076, -1.343, -1.144, -0.783, -0.433, -0.770, -0.820, -1.041, 0.370, 0.269, 0.233, 0.325, 0.278, 0.219, 0.409, 0.291, 0.249, 0.467, 0.372, 0.241, 0.277, 0.359, 0.287, -0.037, 0.324, 0.375, -0.091, 0.404, 0.394, 0.218, 0.308, 0.216, 0.276, 0.391, 0.240, -0.820, 0.599, -0.595, -0.128, -0.447, -0.354, -0.197, 0.830, -0.445, -0.104, -1.707, -0.218, 0.319, 0.267, 0.229, 0.381, 0.420, 0.433, 0.427],
  "homo_lumo_gap_ev": 5.527,
  "energy_ha": -5540.0357,
  "spin_multiplicity": 1,
  "relative_energy_kj_mol": 0.0,
  "total_charge": -2
}

[4]
{
  "formula": "C37H49CdN6O2P2S",
  "method": "wB97M-V/def2-TZVPD",
  "species": ["Cd", "C", "C", "C", "C", "C", "C", "C", "C", "C", "H", "H", "H", "H", "H", "H", "H", "H", "H", "H", "H", "H", "N", "C", "C", "C", "C", "C", "C", "S", "O", "O", "N", "C", "N", "C", "C", "C", "N", "H", "H", "H", "H", "H", "H", "H", "H", "H", "C", "P", "C", "N", "C", "C", "C", "C", "C", "C", "N", "C", "P", "C", "C", "C", "C", "C", "C", "C", "C", "C", "H", "H", "H", "H", "H", "H", "H", "H", "H", "H", "H", "H", "H", "H", "H", "H", "H", "H", "H", "H", "H", "H", "H", "H", "H", "H", "H", "H"],
  "positions_angstrom": [[-1.06, -0.49, -0.40], [-1.66, -2.44, -3.50], [-0.32, -2.31, -2.82], [0.04, -3.20, -1.82], [1.29, -3.15, -1.20], [1.67, -4.17, -0.17], [2.17, -2.15, -1.59], [1.84, -1.23, -2.59], [2.82, -0.15, -3.00], [0.60, -1.34, -3.21], [-2.46, -1.95, -2.92], [-1.95, -3.48, -3.62], [-1.64, -1.98, -4.50], [-0.65, -3.99, -1.53], [1.15, -3.97, 0.78], [2.74, -4.16, 0.03], [1.39, -5.18, -0.49], [3.16, -2.11, -1.13], [2.67, 0.76, -2.42], [2.69, 0.10, -4.06], [3.85, -0.48, -2.85], [0.37, -0.70, -4.06], [-0.82, -8.00, 2.42], [-1.06, -6.66, 2.28], [-0.64, -5.76, 3.26], [-0.83, -4.40, 3.10], [-1.45, -3.93, 1.95], [-1.89, -4.81, 0.96], [-1.70, -6.17, 1.13], [-1.52, -2.22, 1.64], [-2.42, -2.02, 0.47], [-1.87, -1.47, 2.81], [-0.10, -1.76, 1.00], [1.00, -1.53, 1.85], [2.03, -0.67, 1.16], [3.36, -1.18, 1.53], [3.51, -1.54, 2.85], [2.42, -1.77, 3.66], [1.19, -1.90, 3.05], [-0.57, -8.35, 3.33], [-1.32, -8.65, 1.83], [-0.16, -6.13, 4.16], [-0.49, -3.70, 3.86], [-2.40, -4.43, 0.09], [-2.05, -6.86, 0.37], [4.13, -1.08, 0.78], [4.52, -1.71, 3.22], [2.49, -2.07, 4.69], [1.84, 0.77, 1.58], [0.14, 1.47, 1.28], [0.54, 2.68, -0.10], [1.54, 3.51, 0.10], [1.83, 4.44, -0.84], [2.87, 5.37, -0.62], [3.15, 6.29, -1.58], [2.43, 6.33, -2.80], [1.42, 5.44, -3.04], [1.09, 4.48, -2.05], [0.11, 3.59, -2.27], [-0.18, 2.72, -1.34], [-1.43, 1.47, -1.89], [-1.21, 1.47, -3.68], [-3.14, 2.11, -1.59], [-3.37, 3.41, -2.37], [-4.10, 1.01, -2.04], [-3.30, 2.37, -0.09], [-0.09, 2.52, 2.83], [-0.59, 1.50, 3.87], [1.18, 3.21, 3.34], [-1.18, 3.56, 2.56], [2.01, 0.74, 2.65], [2.60, 1.39, 1.12], [1.90, -0.80, 0.16], [3.41, 5.33, 0.32], [3.94, 7.02, -1.41], [2.68, 7.07, -3.55], [0.85, 5.46, -3.96], [-1.47, 2.45, -4.07], [-1.84, 0.69, -4.13], [-0.17, 1.26, -3.91], [-3.53, 3.21, -3.44], [-2.53, 4.10, -2.28], [-4.26, 3.90, -1.99], [-4.02, 0.80, -3.11], [-5.13, 1.34, -1.85], [-3.94, 0.08, -1.48], [-2.66, 3.20, 0.23], [-3.07, 1.50, 0.51], [-4.33, 2.65, 0.12], [0.14, 0.71, 4.05], [-1.52, 1.02, 3.56], [-0.77, 2.02, 4.81], [1.85, 2.50, 3.84], [0.88, 3.96, 4.08], [1.73, 3.71, 2.55], [-2.13, 3.09, 2.32], [-0.91, 4.25, 1.75], [-1.33, 4.16, 3.46]],
  "mulliken_charge": [2.543, -1.483, -0.771, 0.206, 0.892, -1.373, -0.909, 0.840, -1.681, -0.149, 0.141, 0.463, 0.390, 0.456, -0.034, 0.358, 0.471, 0.603, 0.175, 0.443, 0.442, 0.936, -0.519, 1.087, -0.776, -0.414, -0.768, -0.428, -0.871, 1.514, -1.216, -0.640, 0.245, -0.786, 1.380, -0.567, -0.653, -1.021, -0.002, 0.215, 0.216, 0.324, 0.490, 0.607, 0.320, 0.557, 0.467, 0.540, -1.635, 0.192, -0.103, 0.198, 0.199, -0.699, -0.575, -0.572, -0.567, 0.454, 0.060, -0.312, 0.607, -1.589, 1.879, -1.748, -1.667, -2.066, 1.112, -1.637, -1.547, -1.787, 0.410, 0.940, -0.911, 0.495, 0.419, 0.416, 0.486, 0.551, 0.359, 0.387, 0.392, 0.331, 0.463, 0.374, 0.497, 0.198, 0.344, 0.311, 0.644, 0.265, 0.399, 0.515, 0.391, 0.505, 0.151, 0.349, 0.268, 0.590],
  "homo_lumo_gap_ev": 4.673,
  "energy_ha": -3166.7267,
  "spin_multiplicity": 1,
  "relative_energy_kj_mol": 381.9,
  "total_charge": 1
}

[5]
{
  "formula": "C6H11NOS",
  "method": "wB97M-V/def2-TZVPD",
  "species": ["C", "C", "C", "C", "C", "C", "N", "O", "S", "H", "H", "H", "H", "H", "H", "H", "H", "H", "H", "H"],
  "positions_angstrom": [[1.69, -2.87, -0.13], [0.32, -0.91, 0.58], [0.52, 0.48, -0.04], [-1.03, -1.61, 0.18], [-1.43, 1.85, -0.64], [-0.33, 1.61, 0.42], [1.53, -1.75, 0.30], [2.91, 1.63, -0.75], [2.28, 1.04, 0.42], [2.60, -3.48, -0.23], [0.36, -0.77, 1.68], [0.41, 0.52, -1.12], [-1.18, -1.66, -0.87], [-1.89, -1.14, 0.62], [-1.02, -2.67, 0.70], [-1.96, 0.98, -0.98], [-1.10, 2.31, -1.58], [-2.09, 2.52, -0.23], [-0.85, 1.40, 1.30], [0.25, 2.51, 0.37]],
  "mulliken_charge": [-0.362, 0.438, -0.394, -1.493, -1.467, -0.460, -0.174, -0.461, 0.351, 0.263, 0.269, 0.446, 0.380, 0.433, 0.358, 0.336, 0.391, 0.456, 0.344, 0.347],
  "homo_lumo_gap_ev": [7.271, 8.364],
  "energy_ha": -763.2418,
  "spin_multiplicity": 1,
  "relative_energy_kj_mol": 432.4,
  "total_charge": 0
}

[6]
{
  "formula": "C3H7N3",
  "method": "wB97M-V/def2-TZVPD",
  "species": ["C", "C", "C", "N", "N", "N", "H", "H", "H", "H", "H", "H", "H"],
  "positions_angstrom": [[-2.40, -0.66, -0.08], [1.11, 0.80, 0.26], [0.95, -0.58, 0.65], [-2.20, 0.09, 0.77], [0.27, 0.99, -0.89], [0.47, -1.64, 0.09], [2.25, 0.97, -0.01], [0.95, 1.38, 1.12], [1.55, -0.81, 1.55], [-0.57, 0.52, -0.78], [0.07, 1.96, -1.07], [-2.43, -1.35, -0.83], [-0.03, -1.65, -0.78]],
  "mulliken_charge": [0.090, -0.198, -0.029, -0.343, -0.583, -0.665, 0.281, 0.259, 0.340, 0.068, 0.224, 0.295, 0.262],
  "homo_lumo_gap_ev": 10.446,
  "energy_ha": -282.6922,
  "spin_multiplicity": 1,
  "relative_energy_kj_mol": 215.4,
  "smiles": "[H]/N=C\\CN.C#N",
  "total_charge": 0
}